# 1
The following is a DFT calculation (the ωB97M-V functional and the def2-TZVPD basis) of C27H35F5IrN3O5PTe as an isolated structure.

```
78
Properties=species:S:1:pos:R:3:mulliken_spin:R:1
Ir 0.36 -0.95 -0.58 0.419
C -1.92 -3.04 0.20 0.002
N -1.26 -2.56 -1.02 0.028
C -0.62 -3.70 -1.74 -0.012
C 0.53 -4.41 -1.02 -0.004
C 1.80 -3.58 -0.85 -0.013
N 1.51 -2.53 0.12 0.054
C 2.01 -2.62 1.30 0.005
C 1.58 -1.87 2.45 -0.008
C 2.28 -1.96 3.66 -0.004
C 1.81 -1.33 4.79 0.008
C 0.61 -0.62 4.72 -0.004
C -0.11 -0.53 3.55 0.008
C 0.38 -1.13 2.38 0.031
O -0.32 -1.04 1.28 0.133
C -2.29 -2.05 -1.97 0.010
C -3.12 -0.86 -1.50 0.001
C -2.27 0.32 -1.00 0.034
N -0.95 0.25 -1.63 0.041
C -0.69 0.96 -2.66 -0.010
C 0.45 0.73 -3.52 0.016
C 0.74 1.62 -4.56 0.007
C 1.76 1.36 -5.45 -0.002
C 2.49 0.19 -5.31 0.003
C 2.23 -0.71 -4.30 -0.009
C 1.21 -0.45 -3.39 0.015
O 0.93 -1.36 -2.45 0.038
H -2.64 -3.82 -0.05 0.000
H -2.43 -2.21 0.70 0.002
H -1.18 -3.42 0.91 0.000
H -0.25 -3.30 -2.68 0.000
H -1.41 -4.43 -1.96 -0.002
H 0.76 -5.31 -1.60 -0.001
H 0.20 -4.76 -0.03 0.001
H 2.09 -3.11 -1.79 0.002
H 2.62 -4.19 -0.48 -0.001
H 2.75 -3.40 1.46 -0.001
H 3.20 -2.53 3.69 0.000
H 2.36 -1.38 5.71 0.000
H 0.23 -0.13 5.61 0.000
H -1.04 0.02 3.49 0.000
H -2.96 -2.88 -2.21 -0.001
H -1.76 -1.78 -2.88 -0.002
H -3.84 -1.14 -0.73 0.000
H -3.70 -0.55 -2.37 0.000
H -2.12 0.28 0.08 -0.009
H -2.73 1.29 -1.21 -0.002
H -1.43 1.69 -2.97 -0.001
H 0.15 2.53 -4.62 0.000
H 1.99 2.07 -6.24 0.000
H 3.30 -0.02 -6.01 0.000
H 2.81 -1.62 -4.19 -0.001
C 1.15 3.98 3.82 0.000
C 0.14 3.22 3.00 0.003
O 0.20 3.72 1.66 0.002
P -0.57 2.92 0.49 0.016
O -0.24 1.46 0.55 0.226
Te -0.29 4.12 -1.50 0.003
O -2.12 2.98 0.99 0.005
C -2.76 4.24 1.17 0.000
C -4.18 3.98 1.62 0.000
H 1.17 3.60 4.84 0.000
H 0.91 5.05 3.85 0.000
H 2.15 3.86 3.39 0.000
H -0.88 3.37 3.38 0.000
H 0.34 2.15 3.01 -0.002
H -2.74 4.79 0.22 0.000
H -2.22 4.83 1.91 0.000
H -4.72 3.41 0.86 0.000
H -4.71 4.92 1.77 0.000
H -4.20 3.42 2.55 0.000
F 1.98 1.28 -1.29 -0.001
C 2.12 0.17 -0.53 -0.017
F 3.09 -0.59 -1.15 -0.001
C 2.87 0.66 0.77 -0.003
F 2.09 0.97 1.79 -0.003
F 3.72 -0.30 1.19 0.000
F 3.61 1.73 0.47 0.000
```

The calculation puts the relative energy (zero: lowest compared OMol25 entry of this formula, charge and spin) at 0.0 kJ/mol. As for the spin multiplicity: 2. Its expectation value of S² is 0.754. The calculation puts the HOMO energy (spin up / spin down) at -6.54 / -6.53 eV. As for the LUMO energy (spin up / spin down): -0.463 / -2.108 eV.

# 2
The following is a DFT calculation (the ωB97M-V functional and the def2-TZVPD basis) of C2H3NS2 as an isolated structure.

```
8
Properties=species:S:1:pos:R:3:mulliken_spin:R:1
C 0.86 -1.42 0.01 0.557
C -0.87 -0.49 -0.05 0.106
N -0.49 0.77 0.09 0.000
S 2.29 -0.67 0.03 0.944
S -2.34 -1.12 0.02 0.327
H 0.94 -2.57 -0.06 0.055
H 0.50 0.78 0.12 -0.002
H -1.02 1.62 0.23 0.013
```

The calculation puts the relative energy (zero: lowest compared OMol25 entry of this formula, charge and spin) at 131.2 kJ/mol. As for the spin multiplicity: 3. Its expectation value of S² is 2.019. The calculation puts the HOMO energy (spin up / spin down) at -6.91 / -9.06 eV. As for the LUMO energy (spin up / spin down): 0.558 / -3.052 eV.

# 3
The following is a DFT calculation (the ωB97M-V functional and the def2-TZVPD basis) of an isolated ion of composition CHClO2PS and charge -1.

```
7
Properties=species:S:1:pos:R:3:mulliken_charge:R:1
O -0.89 1.71 -0.99 -0.722
P -0.91 0.37 -0.31 0.848
O -1.89 -0.71 -0.44 -0.677
S -0.14 0.29 1.69 -0.338
C 0.82 -0.21 0.11 -0.196
Cl 1.17 -1.89 0.05 -0.198
H 1.84 0.43 -0.09 0.283
```

The calculation puts the relative energy (zero: lowest compared OMol25 entry of this formula, charge and spin) at 98.5 kJ/mol. As for the SMILES: O=[P@]1([O-])S[C@H]1Cl. Its net charge is -1. The calculation puts the HOMO energy at -4.62 eV. As for the LUMO energy: 3.510 eV.

# 4
The following is a DFT calculation (the ωB97M-V functional and the def2-TZVPD basis) of C7H6EuO6S as an isolated structure.

```
21
Properties=species:S:1:pos:R:3:mulliken_spin:R:1
O -0.66 -4.63 0.68 0.012
C -0.91 -3.58 0.29 0.017
Eu -1.05 -1.29 -0.31 6.932
O -4.19 -1.58 -2.18 0.012
C -3.22 -1.42 -1.61 0.006
C -1.71 1.27 -1.31 0.001
O -1.87 2.34 -1.65 0.003
C -0.21 -1.21 -2.66 0.005
O 0.43 -1.23 -3.61 0.010
C -2.65 -0.31 1.33 0.003
O -3.18 0.10 2.26 0.009
C 1.08 2.29 0.81 0.001
S 1.69 0.83 -0.11 -0.002
C 3.06 0.34 1.01 0.001
O 0.74 -0.27 0.55 -0.009
H 1.90 3.00 0.87 0.000
H 0.71 1.97 1.82 0.000
H 0.25 2.73 0.22 0.000
H 2.61 0.25 2.04 0.000
H 3.33 -0.68 0.64 0.000
H 3.86 1.06 0.91 0.000
```

As for the spin multiplicity: 8. Its expectation value of S² is 15.760. Its net charge is +2. The calculation puts the HOMO energy (spin up / spin down) at -16.22 / -17.75 eV. As for the LUMO energy (spin up / spin down): -8.568 / -8.399 eV.

# 5
The following is a DFT calculation (the ωB97M-V functional and the def2-TZVPD basis) of C4H14NPTm as an isolated structure.

```
21
Properties=species:S:1:pos:R:3:mulliken_spin:R:1
C -2.72 0.29 -1.04 -0.004
C -1.54 0.09 -0.02 -0.009
C -0.25 0.79 -0.43 0.033
C 0.84 0.88 0.66 -0.038
N 2.15 0.40 0.19 0.773
P 2.66 -1.45 0.18 -0.002
H -2.88 -0.60 -1.62 0.000
H -3.69 0.43 -0.44 0.003
H -2.61 1.13 -1.69 0.000
H -1.83 0.51 0.99 0.004
H -1.39 -0.97 0.12 -0.002
H -0.49 1.79 -0.72 0.003
H 0.15 0.28 -1.28 0.004
H 1.00 1.92 0.87 0.017
H 0.53 0.44 1.59 0.014
H 2.84 0.88 0.77 -0.023
H 1.96 -1.72 -1.00 0.007
H 2.03 -1.61 1.42 0.085
H 3.99 -1.02 0.09 0.030
H 3.12 -2.83 0.29 0.101
Tm -3.88 0.39 1.07 1.004
```

The calculation puts the relative energy (zero: lowest compared OMol25 entry of this formula, charge and spin) at 119.1 kJ/mol. As for the spin multiplicity: 3. Its expectation value of S² is 2.009. Its net charge is +3. The calculation puts the HOMO energy (spin up / spin down) at -20.53 / -20.54 eV. As for the LUMO energy (spin up / spin down): -12.787 / -13.117 eV.

| no. | energy (hartree) |
| --- | --- |
| 1 | -2803.43490 |
| 2 | -928.97860 |
| 3 | -1389.03834 |
| 4 | -1829.64757 |
| 5 | -1640.71741 |